Density functional theory data (ωB97M-V/def2-TZVPD) for a 5-piece molecular cluster, C2H14O5 overall in a non-equilibrium geometry.

Computed properties:
- net charge = 0
- ΔE to the lowest compared entry with this formula, charge and spin (kcal per mole) = 22.3
- calculated total energy (eV) = -12538.18897
- gap between HOMO and LUMO (eV) = 10.2
- SMILES = CCO.O.O.O.O
- molecular weight (g/mol) = 118.13

```
21
C2H14O5, DFT ωB97M-V/def2-TZVPD
C 2.571 0.355 -0.842
C 1.054 0.228 -1.200
O 0.571 -1.090 -1.395
H 2.975 -0.683 -0.763
H 2.745 0.972 -0.015
H 3.214 0.865 -1.562
H 0.291 0.861 -0.551
H 0.862 0.810 -2.095
H 0.503 -1.538 -0.564
O -1.952 0.867 -1.918
H -2.845 0.677 -2.210
H -1.490 0.027 -2.075
O -1.145 -0.223 2.672
H -1.335 0.578 2.082
H -1.365 -0.062 3.587
O -1.157 1.727 0.660
H -1.639 1.278 -0.163
H -1.419 2.676 0.554
O 0.748 -2.034 1.481
H 1.080 -2.588 2.159
H 0.147 -1.349 1.867
```

Density functional theory data (ωB97M-V/def2-TZVPD) for a 5-piece molecular cluster, C2H14O5 overall in a non-equilibrium geometry.

Computed properties:
- net charge = 0
- ΔE to the lowest compared entry with this formula, charge and spin (kcal per mole) = 40.4
- calculated total energy (eV) = -12537.40376
- gap between HOMO and LUMO (eV) = 10.5
- SMILES = CCO.O.O.O.O
- molecular weight (g/mol) = 118.13

```
21
C2H14O5, DFT ωB97M-V/def2-TZVPD
C -0.720 -2.555 -2.587
C 0.141 -1.243 -2.019
O 1.478 -1.175 -2.694
H -0.350 -2.742 -3.600
H -1.740 -2.245 -2.643
H -0.510 -3.460 -1.964
H -0.597 -0.407 -2.175
H 0.291 -1.340 -0.928
H 1.869 -0.363 -2.407
O 1.518 1.223 3.589
H 1.297 1.604 4.515
H 2.354 1.571 3.153
O -3.467 0.906 1.167
H -3.778 1.561 1.793
H -2.614 0.535 1.522
O -0.851 -0.089 1.971
H -0.516 0.601 2.503
H -0.161 -0.736 2.163
O 2.444 2.602 -0.441
H 1.639 2.217 -0.706
H 2.273 3.533 -0.211
```

Density functional theory data (ωB97M-V/def2-TZVPD) for a 2-piece molecular cluster, C2H15N7 overall in a non-equilibrium geometry.

Computed properties:
- net charge = +2
- calculated total energy (eV) = -12726.95778
- gap between HOMO and LUMO (eV) = 10.2
- molecular weight (g/mol) = 137.19

```
24
C2H15N7, DFT ωB97M-V/def2-TZVPD
C 0.537 -2.373 -0.895
C 0.025 -1.347 0.027
N 0.132 4.022 -0.096
N -1.045 -1.825 0.947
N -0.647 -0.295 -0.819
N 1.272 3.037 -0.168
N -1.428 1.685 -1.126
N -0.434 -2.870 1.829
N -0.459 0.994 -0.728
H 1.337 -1.987 -1.502
H 0.939 -3.227 -0.217
H -0.013 -2.836 -1.714
H 0.793 -0.864 0.548
H -1.210 2.685 -1.157
H 0.495 4.946 -0.211
H -1.718 -2.350 0.307
H -1.537 -0.585 -1.321
H 1.985 3.007 0.613
H 1.645 3.392 -1.031
H 0.020 -3.603 1.229
H -0.010 -2.521 2.677
H -1.122 -3.436 2.273
H 0.672 2.159 -0.285
H -0.230 4.193 0.819
```

Density functional theory data (ωB97M-V/def2-TZVPD) for a 6-piece molecular cluster, C2H15NO5 overall in a non-equilibrium geometry.

Computed properties:
- net charge = 0
- ΔE to the lowest compared entry with this formula, charge and spin (kcal per mole) = 197.3
- calculated total energy (eV) = -14036.87309
- gap between HOMO and LUMO (eV) = 4.1
- molecular weight (g/mol) = 133.14

```
23
C2H15NO5, DFT ωB97M-V/def2-TZVPD
C 0.654 -1.491 1.105
C -0.024 -0.131 0.888
N 0.753 0.986 1.215
H -0.040 -2.306 0.919
H 1.467 -1.645 0.404
H -0.920 -0.234 1.495
H 0.352 1.914 0.996
H 1.613 0.911 0.604
H 1.534 -0.487 -2.854
H 1.928 -0.126 -1.371
O 1.205 -0.501 -1.953
H 3.731 0.714 -0.552
H 1.017 -1.564 2.133
O 2.889 0.371 -0.224
H -0.431 -0.172 -0.182
H -1.372 1.783 -0.502
O -2.456 0.734 -0.078
H -2.537 -0.677 0.030
H -2.907 -2.320 -0.135
O -2.210 -1.658 -0.157
H -3.243 0.955 0.428
H -0.285 2.427 -1.530
O -0.718 2.516 -0.679
```

Density functional theory data (ωB97M-V/def2-TZVPD) for a 2-piece molecular cluster, C2H15NSi4 overall in a non-equilibrium geometry.

Computed properties:
- 2S+1 = 3
- net charge = 0
- calculated total energy (eV) = -35311.53497
- gap between HOMO and LUMO (alpha / beta) (eV) = 6.3 / 7.1
- molecular weight (g/mol) = 165.49

```
22
C2H15NSi4, DFT ωB97M-V/def2-TZVPD
C -1.627 -1.585 -0.957
C -1.156 -0.393 1.861
N 2.830 0.182 0.058
Si 2.933 -1.512 -0.353
Si 2.874 1.788 0.284
Si -1.310 2.061 -0.655
Si -2.004 -0.053 0.195
H -2.500 -1.712 -1.738
H -0.719 -1.389 -1.371
H -1.646 -2.458 -0.406
H -0.014 -0.388 1.880
H -1.386 0.301 2.631
H -1.418 -1.427 2.431
H 2.809 -2.675 0.479
H 1.901 -1.621 -1.286
H 4.266 -1.532 -0.968
H 2.000 2.085 1.338
H 3.338 3.028 -0.346
H -1.149 2.401 -2.193
H -0.443 2.947 0.021
H -2.599 2.673 -0.267
H -3.322 0.274 0.613
```

Density functional theory data (ωB97M-V/def2-TZVPD) for C2H16B3BeCl4 as an isolated structure in a non-equilibrium geometry.

Computed properties:
- 2S+1 = 2
- net charge = -2
- calculated total energy (eV) = -54843.45608
- gap between HOMO and LUMO (alpha / beta) (eV) = 3.1 / 6.0
- molecular weight (g/mol) = 223.41

```
26
C2H16B3BeCl4, DFT ωB97M-V/def2-TZVPD
Be 0.448 0.623 0.488
B 3.013 0.352 0.297
H 2.463 1.161 -0.158
H 2.972 -0.538 -0.310
H 4.031 0.642 0.507
H 2.578 0.285 1.282
B 0.813 -1.648 1.638
H -0.203 -1.286 1.591
H 1.376 -0.949 2.236
H 0.933 -2.622 2.088
H 1.210 -1.631 0.635
B -0.683 2.872 0.100
H -1.076 3.853 -0.120
H -0.826 2.223 -0.750
H 0.355 2.958 0.381
H -1.189 2.505 0.980
C -3.819 1.152 -0.054
Cl -2.343 0.141 0.067
Cl -4.866 0.588 -1.431
H -4.400 0.991 0.854
H -3.346 2.087 -0.353
C 0.453 -2.820 -2.054
Cl 0.500 -1.065 -1.945
Cl 1.810 -3.635 -1.267
H -0.491 -3.134 -1.609
H 0.288 -3.107 -3.092
```

Density functional theory data (ωB97M-V/def2-TZVPD) for a 5-piece molecular cluster, C2H16N2O4 overall in a non-equilibrium geometry.

Computed properties:
- net charge = 0
- ΔE to the lowest compared entry with this formula, charge and spin (kcal per mole) = 62.5
- calculated total energy (eV) = -13502.22186
- gap between HOMO and LUMO (eV) = 9.7
- SMILES = NCCN.O.O.O.O
- molecular weight (g/mol) = 132.16

```
24
C2H16N2O4, DFT ωB97M-V/def2-TZVPD
N 0.623 1.101 -0.767
C -0.703 1.417 -1.370
C -1.610 0.201 -1.358
N -1.772 -0.360 0.020
H 0.579 0.330 -0.140
H 0.997 1.918 -0.342
H -0.323 1.717 -2.381
H -1.124 2.390 -0.951
H -2.533 0.433 -1.841
H -1.206 -0.618 -2.066
H -1.158 0.154 0.765
H -2.656 -0.438 0.348
O 1.361 2.470 2.079
H 2.182 2.786 1.799
H 1.395 1.494 2.106
O 0.797 -0.016 2.640
H 0.685 -0.400 3.374
H 0.588 -0.771 1.998
O 0.774 -2.326 1.231
H 1.601 -2.758 1.159
H 0.294 -2.243 0.384
O 0.560 -2.283 -2.001
H 0.477 -2.741 -2.849
H 0.172 -1.455 -1.838
```

Density functional theory data (ωB97M-V/def2-TZVPD) for a 6-piece molecular cluster, C2H16NO4 overall in a non-equilibrium geometry.

Computed properties:
- net charge = +1
- ΔE to the lowest compared entry with this formula, charge and spin (kcal per mole) = 229.7
- calculated total energy (eV) = -11998.62489
- gap between HOMO and LUMO (eV) = 4.4
- molecular weight (g/mol) = 118.15

```
23
C2H16NO4, DFT ωB97M-V/def2-TZVPD
C -1.653 -0.796 -0.291
C -1.078 0.673 -0.207
N 0.295 0.676 0.039
H -2.732 -0.717 -0.292
H -1.380 -1.396 0.525
H -1.383 -1.241 -1.251
H -1.607 1.367 0.462
H -1.244 1.060 -1.223
H 0.515 0.042 0.817
H 0.815 0.315 -0.771
H -0.285 0.326 3.990
H 1.362 -2.801 -1.923
H 1.286 -1.815 -0.242
O 0.926 -2.008 -1.566
H -0.806 0.856 3.907
H 1.763 -2.349 1.279
O 1.373 -1.634 0.758
H 0.678 3.815 1.513
H 0.459 2.327 1.104
O 0.033 3.100 1.493
H 0.751 -0.665 -2.378
H 1.345 0.592 -3.107
O 0.564 0.274 -2.637
```

Density functional theory data (ωB97M-V/def2-TZVPD) for a 6-piece molecular cluster, C2H16O5 overall in a non-equilibrium geometry.

Computed properties:
- net charge = 0
- ΔE to the lowest compared entry with this formula, charge and spin (kcal per mole) = 8.5
- calculated total energy (eV) = -12571.03932
- gap between HOMO and LUMO (eV) = 10.8
- SMILES = CC.O.O.O.O.O
- molecular weight (g/mol) = 120.14

```
23
C2H16O5, DFT ωB97M-V/def2-TZVPD
C -0.049 2.049 0.833
C 0.455 0.839 0.063
H 0.646 2.358 1.611
H -1.066 1.987 1.207
H -0.038 2.888 0.119
H 0.138 0.749 -0.979
H 1.533 0.678 -0.001
H 0.050 -0.064 0.530
O 2.875 1.107 2.927
H 3.128 0.518 2.199
H 3.428 0.664 3.591
O -1.088 -2.386 2.647
H -1.511 -3.199 2.933
H -1.055 -2.445 1.677
O -1.005 1.452 -3.271
H -1.251 2.006 -4.026
H -0.956 2.045 -2.516
O -0.560 -2.619 -0.093
H 0.001 -3.378 -0.254
H -0.828 -2.232 -0.943
O -1.177 -1.254 -2.540
H -1.414 -0.393 -2.925
H -0.255 -1.373 -2.790
```